(1)
{"formula": "C3H4O2", "method": "ωB97M-V/def2-TZVPD", "e_above_lowest_kcal_mol": 128.8, "symbols": ["O", "C", "C", "O", "C", "H", "H", "H", "H"], "xyz": [[-0.1401, 0.5033, -1.5239], [-0.6341, -0.2304, -0.5102], [0.3726, 0.5703, 0.8475], [0.2621, -0.6546, 1.6212], [0.4266, -0.7937, 0.2464], [0.6219, 0.9315, -1.0116], [-1.7105, -0.3306, -0.3942], [-0.5357, 1.1879, 0.9228], [1.3372, -1.1837, -0.1979]], "nbo_charge": [-0.6699, 0.1898, -0.1873, -0.4829, 0.0126, 0.4793, 0.2177, 0.2280, 0.2126]}


(2)
{"formula": "C3H4O2", "method": "ωB97M-V/def2-TZVPD", "e_above_lowest_kcal_mol": 129.6, "symbols": ["C", "C", "C", "O", "O", "H", "H", "H", "H"], "xyz": [[-0.0548, -0.4483, -0.9640], [-0.7890, 0.6415, -1.0086], [0.2864, -0.1251, 0.4439], [-0.5739, 1.0513, 0.3204], [1.4789, -0.1359, 0.9318], [0.1573, -1.2813, -1.6771], [-1.2926, 1.2151, -1.7892], [-0.7530, -1.0612, 1.8566], [1.5406, 0.1439, 1.8863]], "nbo_charge": [-0.4012, 0.1750, 0.6171, -0.5357, -0.6699, 0.2379, 0.2170, -0.1573, 0.5171]}


(3)
{"formula": "C3H4O2", "method": "ωB97M-V/def2-TZVPD", "e_above_lowest_kcal_mol": 86.4, "symbols": ["C", "C", "C", "O", "O", "H", "H", "H", "H"], "xyz": [[-1.6529, -0.3301, -0.0599], [-0.0172, -0.7195, 0.1412], [1.2020, 0.1976, -0.2519], [-1.8876, 0.9056, -0.0852], [1.1964, 1.3862, -0.0298], [0.1596, -0.9342, 1.1715], [0.0945, -1.6673, -0.3007], [2.1300, -0.3473, -0.6606], [-1.2249, 1.5089, 0.0755]], "nbo_charge": [0.3311, -0.6885, 0.4409, -0.6226, -0.5503, 0.2496, 0.2243, 0.1200, 0.4953]}


(4)
{"formula": "C3H4O2", "method": "ωB97M-V/def2-TZVPD", "e_above_lowest_kcal_mol": 179.7, "symbols": ["C", "C", "C", "O", "O", "H", "H", "H", "H"], "xyz": [[-1.5278, -0.1240, 0.9133], [-1.6744, -0.7377, -0.1132], [1.3200, 0.0475, 0.0935], [1.0277, -1.7682, -1.2573], [1.7262, -1.0501, -0.4333], [-1.1848, 0.3730, 1.7731], [1.9660, 0.5661, 0.7143], [0.3652, 0.5953, -0.0089], [-1.9574, -1.3069, -0.9466]], "nbo_charge": [-0.2883, -0.1784, 0.1008, -0.4134, -0.0483, 0.2294, 0.1601, 0.1958, 0.2422]}


(5)
{"formula": "C3H4O2", "method": "ωB97M-V/def2-TZVPD", "e_above_lowest_kcal_mol": 43.3, "symbols": ["O", "C", "C", "O", "C", "H", "H", "H", "H"], "xyz": [[-1.8339, 0.3537, -0.8890], [-0.7635, 0.0772, -0.4264], [-0.0712, 0.8019, 0.6652], [1.0558, -0.0842, 0.6147], [0.5389, -0.9075, -0.4470], [-0.6815, 0.7882, 1.5804], [0.1188, 1.8417, 0.3680], [1.2051, -0.9055, -1.3327], [0.4315, -1.9655, -0.1332]], "nbo_charge": [-0.4935, 0.5779, -0.1908, -0.5291, -0.1795, 0.2053, 0.2049, 0.2022, 0.2026]}


(6)
{"formula": "C3H4O2", "method": "ωB97M-V/def2-TZVPD", "e_above_lowest_kcal_mol": 73.7, "symbols": ["C", "C", "C", "O", "O", "H", "H", "H", "H"], "xyz": [[2.1236, -0.3142, -0.2122], [0.9561, -0.1933, 0.0819], [-0.7089, -0.1442, 0.3252], [-1.2243, -1.2798, -0.1408], [-1.3265, 0.9414, -0.2446], [3.1515, -0.1023, -0.1687], [-0.9192, -0.1630, 1.3488], [-1.3489, -1.0737, -1.0459], [-1.0060, 1.7499, -0.0195]], "nbo_charge": [-0.2727, -0.1031, 0.3995, -0.6610, -0.7121, 0.2315, 0.1583, 0.4746, 0.4851]}


(7)
{"formula": "C3H4O2", "method": "ωB97M-V/def2-TZVPD", "e_above_lowest_kcal_mol": 166.7, "symbols": ["C", "C", "C", "O", "O", "H", "H", "H", "H"], "xyz": [[-0.1670, 1.2230, 0.0910], [0.1869, -0.1481, -0.0936], [0.9810, -1.1768, -0.1609], [-1.1356, 0.1990, -0.4299], [-2.1623, -0.3210, 0.3583], [-0.3518, 1.6315, 1.0740], [0.1540, 1.9268, -0.6722], [0.5380, -2.1237, -0.4458], [1.9569, -1.2107, 0.2792]], "nbo_charge": [-0.1279, 0.2775, -0.4216, -0.1138, -0.5425, 0.2369, 0.2185, 0.2392, 0.2336]}


(8)
{"formula": "C3H4O2", "method": "ωB97M-V/def2-TZVPD", "e_above_lowest_kcal_mol": 74.6, "symbols": ["O", "C", "C", "C", "O", "H", "H", "H", "H"], "xyz": [[2.3105, 0.4474, 0.4281], [1.2581, -0.1231, 0.2987], [-0.0618, 0.5700, 0.1443], [-1.0046, -0.1220, -0.7105], [-0.9254, -0.3154, 0.8119], [1.1465, -1.2288, 0.3979], [-0.1020, 1.6373, 0.3325], [-2.0212, 0.0656, -0.3693], [-0.6001, -0.9309, -1.3338]], "nbo_charge": [-0.4977, 0.4155, -0.0699, -0.1796, -0.4857, 0.1230, 0.2103, 0.2810, 0.2031]}